Entry 1:
A structure of composition C3H2IrO3 in a non-equilibrium geometry, computed with wB97M-V/def2-TZVPD.

The geometry in XYZ format:
```
9
Properties=species:S:1:pos:R:3:forces:R:3:mulliken_charge:R:1
O -1.11012 0.05154 0.52315 0.34 -0.76 -0.22 -0.15
O -0.07029 -1.20208 -0.92689 1.73 -1.49 -0.59 -0.47
O -1.58086 -2.14596 0.42767 0.22 -0.57 -0.72 -0.51
C -0.38368 1.04483 -0.26092 0.15 0.25 0.13 -0.76
C 0.28413 0.15984 -1.26549 -0.21 1.01 -1.68 0.11
C -0.92442 -1.17971 0.09043 -1.98 1.89 2.59 0.74
H -0.16170 0.24041 -2.37648 0.92 0.30 1.38 0.14
Ir -1.73515 -1.72036 -2.22695 -0.71 -0.60 -0.53 0.67
H 1.38760 0.22715 -1.29086 -0.46 -0.02 -0.35 0.22
```
Positions in Å, forces in eV/Å.

## Properties
spin multiplicity	6
electronic energy	-12114.0309	eV
net charge	0
⟨S²⟩	8.76
energy above the lowest of the compared OMol25 structures with the same formula, charge and spin	0.00	kcal per mole
HOMO level (spin up / spin down)	-6.40 / -7.94	eV
orbital gap (spin up / spin down)	6.1 / 4.4	eV

Entry 2:
A structure of composition C27H25F5N3O2RuSeTe in a non-equilibrium geometry, computed with wB97M-V/def2-TZVPD.

The geometry in XYZ format:
```
65
Properties=species:S:1:pos:R:3:forces:R:3:mulliken_charge:R:1
Ru -0.67092 -0.18401 0.00333 0.39 0.69 -0.62 0.75
C -1.74452 -4.05775 -1.09278 -0.03 0.01 0.01 -1.41
N -0.91626 -2.95342 -1.54332 -0.01 0.00 -0.06 1.37
C 0.46030 -3.38331 -1.77201 -0.06 -0.07 0.05 -1.47
C 1.49539 -2.33163 -1.40250 0.05 0.01 -0.03 -0.32
C 1.64431 -2.16196 0.12041 -0.08 0.41 0.19 -1.44
N 1.30197 -0.80450 0.57025 -0.21 -0.66 -0.48 1.19
C 2.24487 -0.03060 0.92333 0.25 0.65 0.38 -0.63
C 2.15132 1.36276 1.33048 0.15 -0.57 -0.23 0.51
C 3.36960 2.03084 1.52484 0.11 0.06 0.01 -0.74
C 3.43768 3.35921 1.86726 -0.35 0.05 0.00 -0.75
C 2.21631 4.05440 2.02302 0.38 0.07 0.02 -0.27
C 1.01153 3.43501 1.86033 -0.20 -0.42 -0.05 -0.78
C 0.91162 2.03908 1.52644 -0.01 0.28 0.18 0.94
O -0.22919 1.46952 1.47138 0.02 0.09 -0.25 -0.95
C -1.44571 -2.30801 -2.74192 0.04 0.03 0.08 -1.09
C -2.89251 -1.83072 -2.66120 -0.11 -0.05 -0.02 -0.93
C -3.22968 -0.97154 -1.43560 0.24 -0.07 -0.04 -0.56
N -2.23679 0.06039 -1.23914 -0.09 0.31 -0.21 0.04
C -2.35644 1.13594 -2.09235 0.12 -0.39 0.30 -0.82
C -1.34117 1.98337 -2.55597 -0.04 0.03 -0.07 1.08
C -1.65733 3.07998 -3.40882 0.04 0.00 -0.01 -0.98
C -0.68827 3.88607 -3.97696 0.07 -0.16 0.14 -0.55
C 0.66057 3.63862 -3.69877 -0.11 -0.10 0.06 -0.63
C 1.00139 2.59031 -2.83984 0.13 0.14 -0.07 -0.70
C 0.04837 1.76336 -2.25225 -0.06 -0.23 0.23 0.16
O 0.44142 0.79439 -1.44363 -0.10 0.20 -0.23 0.37
H -1.74984 -4.89483 -1.81940 -0.03 0.03 0.01 0.34
H -2.76719 -3.72794 -0.92437 0.02 -0.02 0.02 0.32
H -1.38322 -4.42352 -0.13126 0.03 0.00 -0.02 0.31
H 0.59187 -3.68695 -2.82424 0.00 -0.03 -0.04 0.41
H 0.63489 -4.28005 -1.16989 0.04 0.01 0.02 0.48
H 1.23871 -1.37207 -1.85803 -0.02 0.03 0.04 -0.01
H 2.46252 -2.62316 -1.82635 -0.03 -0.01 -0.01 0.55
H 2.66518 -2.39836 0.43089 0.09 0.00 0.07 0.49
H 0.97378 -2.83966 0.64369 -0.10 -0.10 0.05 0.42
H 3.25948 -0.44730 0.92936 0.02 0.05 0.04 0.02
H 4.28629 1.46251 1.38929 -0.01 0.00 0.00 0.29
H 4.38861 3.85506 2.00818 0.00 0.02 0.01 0.38
H 2.23457 5.10903 2.28148 0.01 -0.01 0.00 0.35
H 0.07625 3.96754 1.98367 0.02 0.00 0.01 0.40
H -1.36631 -2.99927 -3.60415 0.03 -0.02 -0.03 0.34
H -0.80318 -1.45057 -2.95509 -0.01 0.04 -0.02 0.30
H -3.58511 -2.68038 -2.70304 0.04 0.03 -0.02 0.47
H -3.05796 -1.24269 -3.57064 -0.05 0.01 0.00 0.46
H -3.29280 -1.59895 -0.54708 0.02 0.05 0.01 -0.37
H -4.23002 -0.53850 -1.58159 -0.03 0.06 0.00 0.36
H -3.36631 1.33583 -2.45422 -0.07 0.03 0.01 0.09
H -2.70685 3.26644 -3.62003 0.01 0.00 0.00 0.32
H -0.97443 4.70528 -4.62701 -0.01 0.01 -0.01 0.35
H 1.43771 4.25993 -4.12869 0.00 0.01 -0.01 0.37
H 2.03712 2.39082 -2.58409 -0.01 0.04 -0.02 0.37
Te -3.72791 -2.64028 2.20378 0.00 -0.02 -0.17 -0.71
F 2.05300 1.39188 5.98191 -0.02 -0.04 0.02 -0.38
C 1.20356 0.59084 5.30857 0.13 0.13 0.08 0.76
C 1.66924 -0.49625 4.60490 0.13 -0.18 -0.12 0.07
F 2.99055 -0.79230 4.63562 -0.08 0.03 -0.02 -0.42
C 0.76482 -1.27907 3.90902 0.66 -0.37 0.02 0.47
F 1.29997 -2.39331 3.31700 -0.06 0.07 -0.12 -0.50
C -0.57582 -1.03486 3.84795 0.04 0.06 0.16 -0.59
Se -1.57782 -1.32697 1.83442 -0.90 -0.69 0.57 0.12
C -1.00622 0.04514 4.57533 -0.18 0.50 0.27 0.51
F -2.31501 0.39000 4.62291 0.04 -0.11 -0.08 -0.42
C -0.15152 0.84898 5.30895 -0.32 0.12 0.05 0.22
F -0.61848 1.88214 6.04827 0.05 -0.04 -0.07 -0.37
```
Positions in Å, forces in eV/Å.

## Properties
spin multiplicity	6
electronic energy	-125776.5563	eV
net charge	-2
⟨S²⟩	8.81
energy above the lowest of the compared OMol25 structures with the same formula, charge and spin	15.40	kcal per mole
HOMO level (spin up / spin down)	0.12 / -1.11	eV
orbital gap (spin up / spin down)	4.1 / 5.3	eV

Entry 3:
A cluster of 6 separate species, C8H19BFN3O11 in total in a non-equilibrium geometry, computed with wB97M-V/def2-TZVPD.

The geometry in XYZ format:
```
43
Properties=species:S:1:pos:R:3:forces:R:3:mulliken_charge:R:1
B -0.07325 -4.68685 6.56196 -0.05 0.05 -0.01 -0.48
H 0.85691 -5.17063 6.30703 3.85 -2.41 -1.03 -0.12
H -0.03189 -4.47471 7.61910 -0.11 0.98 4.41 -0.15
H -0.05406 -3.79668 5.95247 -0.18 3.80 -2.19 -0.11
H -0.91749 -5.29176 6.26938 -3.50 -2.60 -1.01 -0.15
C 1.04053 1.93739 -0.00776 0.97 0.15 0.03 -0.72
C 0.68589 1.09977 1.25749 -2.36 -1.63 -0.58 0.51
O -0.19270 0.18787 1.20631 0.16 0.53 -1.58 -0.73
O 1.25658 1.38045 2.29123 2.05 1.62 1.62 -0.69
H 0.83614 3.00152 0.11040 -0.69 0.03 0.16 0.22
H 0.71405 1.58804 -0.98728 -0.43 -0.17 0.17 0.23
H 2.12842 1.99009 -0.05022 0.33 -0.36 -0.03 0.18
C 6.55199 -2.15241 0.09734 -1.00 -2.56 -2.05 -0.40
C 6.43402 -1.88182 -1.49094 -1.27 -0.42 2.77 0.31
O 6.99444 -0.61735 -1.59059 0.37 -0.13 0.01 -0.30
C 7.02831 -0.02688 -0.36874 0.46 2.65 2.19 0.62
O 7.34561 1.13185 -0.16048 -0.77 -3.13 -0.77 -0.52
O 6.66415 -0.92085 0.65082 1.11 2.74 -1.22 -0.28
F 5.09194 -1.75899 -1.83116 0.89 -0.40 -0.14 -0.27
H 7.36239 -2.85073 0.30636 0.76 0.45 -0.05 0.26
H 5.70548 -2.69100 0.52329 -0.50 0.35 -0.40 0.32
H 6.91441 -2.66452 -2.07805 -0.06 0.49 -0.35 0.26
C -4.78886 4.38281 4.62445 0.97 -0.34 1.36 -0.76
N -4.74106 3.65251 3.31545 0.29 1.39 0.85 0.88
O -4.95058 2.47627 3.34283 -0.33 -0.75 -0.37 -0.49
O -4.42526 4.33221 2.36023 -0.25 -0.17 -0.39 -0.52
H -3.85658 4.93425 4.74632 -0.18 0.30 -0.57 0.30
H -4.71017 3.64793 5.42561 -0.50 -0.22 -0.25 0.33
H -5.64666 5.03242 4.79849 -0.01 -0.21 -0.67 0.26
C -3.60112 3.27533 -4.35646 0.18 0.40 0.64 -0.70
N -4.12896 2.93035 -5.72163 1.87 -0.82 0.08 0.82
O -4.90621 3.78218 -6.13393 0.36 -1.62 -0.82 -0.50
O -3.66189 1.90648 -6.29165 -1.81 2.68 0.95 -0.50
H -4.01215 4.26902 -4.17836 -0.12 -0.42 0.40 0.32
H -2.51881 3.36083 -4.25967 0.07 -0.26 -0.91 0.28
H -3.85061 2.52833 -3.60288 -0.53 0.02 -0.30 0.28
C -1.24659 -3.10991 -3.65019 1.44 -0.56 -0.45 -0.74
N -2.53708 -3.77610 -3.33475 0.20 0.53 3.27 0.86
O -3.28889 -3.90448 -4.24011 -1.39 -0.49 -2.22 -0.53
O -2.83355 -4.07087 -2.16965 1.16 0.34 -1.29 -0.51
H -1.06217 -2.18484 -3.10399 -0.64 -0.05 -0.06 0.31
H -1.18156 -3.04839 -4.73651 -0.45 0.59 0.19 0.32
H -0.39307 -3.74816 -3.42157 -0.35 -0.35 0.61 0.28
```
Positions in Å, forces in eV/Å.

## Properties
spin multiplicity	1
electronic energy	-38978.7776	eV
net charge	-2
HOMO level	-1.69	eV
orbital gap	4.3	eV